Record 1
ORCA calculation (ωB97M-V/def2-TZVPD) on a structure of composition C16H35BrFNbOP in a non-equilibrium geometry.

Computed properties:
energy = -102792.6643 eV
ΔE to the lowest compared entry with this formula, charge and spin = 127.26 kcal per mole
HOMO-LUMO gap = 5.92 eV
largest force on an atom = 4.4 eV/Å
net charge = -1
highest occupied orbital energy = -0.13641 hartree
lowest unoccupied orbital energy = 2.21 eV

Last column: natural (NBO) charge in e.
Cartesian coordinates (Å):
C -2.766 0.293 2.723  -0.6864
H -0.362 -4.791 -0.083  0.2107
C -0.412 3.195 0.041  -0.4472
C -2.470 1.764 3.456  -0.6337
H 0.158 -2.508 3.684  0.1698
C 2.753 0.055 -2.299  -0.4563
H -3.973 0.186 -1.898  0.2131
H 1.389 4.426 -0.926  0.2105
H 2.005 -0.407 0.349  -0.2418
H -3.160 1.887 4.409  0.1960
F 2.312 -2.993 0.321  -0.4027
C 0.249 4.225 -1.099  -0.6450
Br 1.194 2.757 2.529  -0.0677
C 0.600 -4.656 -0.774  -0.6693
H 1.273 -2.639 -1.629  0.1676
C -3.557 -0.883 -1.565  -0.6302
H 3.137 -0.279 -3.374  0.1867
H -4.407 -1.651 -1.895  0.1964
H 1.387 -5.447 -0.414  0.2127
H -0.850 1.039 -1.994  0.2265
Nb 0.199 -0.046 0.476  1.4862
C -3.374 -1.042 0.059  -0.6930
H -0.299 -0.735 -2.325  0.2120
H 4.887 -0.185 -0.285  0.4624
H 0.235 -4.792 -1.878  0.2083
H 4.987 0.819 -2.298  0.1514
H 0.070 0.257 3.589  0.2248
H -0.402 5.206 -1.210  0.2016
H 0.108 3.644 -2.132  0.2011
H 3.733 2.145 -1.691  0.1776
H -2.985 -2.142 0.264  0.2200
H -1.302 2.665 -0.504  0.2276
C 0.391 -0.454 2.714  -0.5961
C 1.109 -3.081 -0.539  0.2077
C 0.716 2.163 0.668  -0.7043
H -2.328 -0.614 3.320  0.2220
H -2.595 -1.200 -2.153  0.2204
H -1.026 -2.318 -0.782  0.2078
O 4.316 0.643 -0.277  -0.7274
C 0.951 -1.798 3.146  -0.3624
H -0.868 3.901 0.885  0.2132
H 1.699 2.338 0.014  0.2356
H 2.630 -0.930 -1.677  0.2459
H -2.731 2.581 2.659  0.2165
H -0.607 -2.784 1.052  0.2215
C -0.199 -2.279 0.078  -0.9171
H -1.363 1.884 3.816  0.2286
H 1.158 0.959 -3.653  0.1796
H 1.608 2.032 -2.170  0.2057
H -3.953 0.175 2.770  0.1997
C 0.042 0.273 -1.787  -0.9061
C 1.377 0.926 -2.480  -0.4172
H 2.068 -2.119 3.013  0.2269
P -2.304 0.323 0.860  0.2629
H -4.444 -0.973 0.572  0.2089
C 3.996 0.981 -1.678  -0.0622

---

Record 2
ORCA calculation (ωB97M-V/def2-TZVPD) on a structure of composition C16H35FN2O8Si2 in a non-equilibrium geometry.

Computed properties:
energy = -54996.2048 eV
ΔE to the lowest compared entry with this formula, charge and spin = 0.00 kcal per mole
HOMO-LUMO gap = 10.44 eV
largest force on an atom = 1.0 eV/Å
highest occupied orbital energy = -0.36271 hartree
lowest unoccupied orbital energy = 0.57 eV

Last column: natural (NBO) charge in e.
Cartesian coordinates (Å):
Si -0.035 -1.992 1.515  1.8550
H -4.322 6.059 0.759  0.1963
O 2.075 0.996 -3.068  -0.6541
H 0.576 -4.182 0.610  0.2412
N 1.528 -1.309 1.138  -0.8697
H -3.256 -1.201 -0.970  -0.1965
H 2.842 -1.172 3.645  0.2338
H 2.174 -0.423 -6.588  0.2133
H -3.223 -0.404 3.038  0.2389
C -4.234 5.885 -0.311  -0.2550
C 3.051 -0.393 2.906  -0.7253
H -4.699 -2.332 1.344  0.1866
H 1.692 -0.852 -4.937  0.2257
C -0.550 3.069 0.247  -0.0681
H 3.957 -0.668 2.369  0.2311
H 3.033 -2.809 1.542  0.1945
H 1.765 -5.710 1.601  0.3250
O 1.141 0.734 2.027  -0.5843
H -0.327 -3.322 4.139  0.2224
H 3.949 -0.206 -4.099  0.1937
C 3.609 0.121 -5.081  -0.0693
C -2.430 4.460 0.045  0.9833
C 2.386 1.764 -3.944  0.9814
N 1.645 -5.443 2.579  -0.6310
C 0.543 -3.974 4.089  -0.6891
H 1.073 4.556 -3.075  0.2013
H -0.427 -1.456 2.828  -0.2170
C -1.027 1.753 -0.321  -0.6475
H 1.589 3.237 -1.992  0.1933
H -3.602 0.256 1.438  0.2240
O -1.126 -1.494 0.388  -1.2425
H -4.943 5.114 -0.610  0.1877
C 0.822 -4.486 2.695  0.3342
H -0.929 -4.284 1.515  0.2757
Si -2.642 -2.045 0.073  1.4256
H 2.284 -2.845 -0.068  0.2094
C -3.717 -1.920 1.610  -0.2211
H 2.938 -1.794 -5.769  0.2159
O 2.029 3.045 -4.016  -0.4941
H 3.210 0.553 3.417  0.2447
H -0.436 0.944 0.104  0.2556
H 1.420 -3.441 4.467  0.2305
H -4.421 6.802 -0.863  0.1942
O -3.028 3.883 0.918  -0.6526
C -3.873 -0.509 2.169  -0.6543
H -0.914 1.737 -1.406  0.2045
O 3.159 1.486 -4.994  -0.4954
H 4.465 0.166 -5.751  0.1902
O -1.201 4.196 -0.383  -0.5021
C 2.632 -2.193 0.731  -0.4170
O -2.901 5.499 -0.653  -0.4991
C 0.082 -3.858 1.533  -1.0016
H -4.895 -0.310 2.492  0.2180
H 0.507 3.215 0.040  0.1880
H -2.608 -3.455 -0.382  -0.2111
H 3.440 -1.594 0.311  0.2089
H 0.183 3.016 -3.059  0.1905
C 1.162 3.480 -2.962  -0.2548
H -0.692 3.111 1.325  0.2048
F -3.197 -2.776 2.615  -0.3911
H 0.385 -4.826 4.749  0.2439
C 1.854 -0.244 1.997  0.7111
H -2.078 1.584 -0.081  0.2086
C 2.533 -0.791 -5.626  -0.6392

---

Record 3
ORCA calculation (ωB97M-V/def2-TZVPD) on a cluster of 9 separate species, C16H36BF4N4O4 in total in a non-equilibrium geometry.

Computed properties:
energy = -42872.9565 eV
ΔE to the lowest compared entry with this formula, charge and spin = 31.89 kcal per mole
HOMO-LUMO gap = 9.34 eV
largest force on an atom = 9.2 eV/Å
net charge = -1
highest occupied orbital energy = -0.26093 hartree
lowest unoccupied orbital energy = 2.24 eV

Last column: natural (NBO) charge in e.
Cartesian coordinates (Å):
H -37.199 38.858 91.032  0.2600
H -44.001 38.712 90.066  0.1446
O -39.332 36.477 87.136  -0.7577
H -39.667 32.146 88.642  0.1489
H -39.329 36.139 94.145  0.2944
F -39.229 37.532 89.918  -0.5611
C -37.907 36.737 95.852  0.2900
H -38.539 34.829 94.956  0.2689
C -43.557 38.806 89.084  -0.0237
H -39.188 42.112 90.882  0.2288
H -40.213 34.191 89.935  0.2153
H -44.417 40.198 88.386  0.1927
C -36.530 37.998 91.297  -0.6861
H -45.032 35.381 94.162  0.2271
H -43.956 39.505 86.975  0.1989
H -41.010 37.266 86.483  0.1631
C -44.481 39.352 87.941  -0.6222
N -45.800 39.004 93.001  -0.3519
C -39.395 41.255 90.349  -0.7057
O -41.718 31.727 88.277  -0.7166
C -40.638 32.608 88.375  -0.0706
H -41.089 35.538 93.016  0.4833
H -41.483 31.197 87.464  0.4613
C -38.358 35.960 94.716  -0.7681
N -37.430 37.381 96.736  -0.3528
B -40.289 37.145 90.682  1.3264
H -39.856 36.303 84.486  0.2001
H -43.793 34.194 94.877  0.2191
H -42.513 37.141 89.305  0.5010
O -41.721 34.761 93.133  -0.7613
C -35.535 37.824 90.179  0.2988
H -42.763 39.549 89.246  0.1295
H -39.889 34.762 85.305  0.1972
H -42.593 40.024 92.377  0.2768
C -40.970 33.627 89.504  -0.5929
C -44.056 34.790 93.884  -0.6603
O -43.280 37.527 88.769  -0.7592
C -42.915 35.585 93.522  -0.0962
H -41.785 34.196 89.194  0.2023
F -41.216 36.449 89.941  -0.5422
C -38.406 41.464 89.193  0.2850
C -43.228 39.608 93.238  -0.7453
F -40.775 38.330 91.212  -0.5860
F -39.921 36.466 91.816  -0.5726
H -45.406 38.846 87.892  0.2057
H -41.431 35.394 84.877  0.1903
H -42.834 40.001 94.086  0.2417
H -37.008 37.211 91.612  0.2409
H -42.453 36.208 94.401  0.1460
H -44.141 34.465 92.793  0.2468
H -43.096 35.966 92.569  0.1886
H -40.433 41.175 90.042  0.2551
H -37.404 35.872 94.055  0.2628
H -41.332 33.045 90.127  0.1927
H -42.737 38.590 93.273  0.2718
H -39.296 36.886 87.984  0.4911
C -40.387 35.624 85.299  -0.5973
C -40.624 36.305 86.616  -0.0681
H -39.196 40.268 91.030  0.2801
N -34.753 37.643 89.299  -0.3501
N -37.639 41.586 88.327  -0.3470
H -41.229 35.777 87.421  0.1733
C -44.697 39.233 93.086  0.3025
H -40.594 33.267 87.487  0.1574
H -36.008 38.235 92.284  0.2347